1.
12
Properties=species:S:1:pos:R:3:forces:R:3:mulliken_charge:R:1 method="wB97M-V/def2-TZVPD" energy_ha=-945.5398 de_lowest_ev=0.287 orbital_gap_ev=9.42 smiles="C=NP(N)(N)=S" homo_ev=-8.6 lumo_energy_ha=0.0284
C -0.55458 -2.08747 -0.26990 2.8 0.0 -0.4 -0.11
N -0.73618 -0.84928 -0.20454 0.4 1.8 1.6 -0.46
N 0.59936 1.23695 -1.12841 0.8 3.4 -2.8 -0.49
N 0.20745 1.02034 1.51726 -0.3 0.0 -0.5 -0.53
P 0.69709 0.19130 0.12183 -0.3 -1.5 0.0 0.62
S 2.38858 -0.87006 0.07749 -1.1 1.1 0.4 -0.47
H -1.36468 -2.78191 -0.22945 -0.6 -0.4 -0.3 0.28
H 0.53955 -2.43055 -0.38919 -1.5 -0.2 0.5 0.13
H 0.48749 2.32452 -1.21308 0.1 -3.1 1.1 0.26
H 1.17497 0.96315 -1.95483 -0.7 0.0 1.1 0.23
H 0.87106 1.64441 2.00394 -0.5 -0.8 -0.6 0.26
H -0.77351 1.35804 1.53004 1.1 -0.4 -0.1 0.29

***

2.
11
Properties=species:S:1:pos:R:3:forces:R:3:mulliken_charge:R:1 method="wB97M-V/def2-TZVPD" energy_ha=-260.6285 de_lowest_ev=1.995 orbital_gap_ev=9.34 homo_ev=-8.7 lumo_energy_ha=0.0246
C -0.11932 -0.53972 0.24100 -0.1 2.4 -1.2 0.41
H 0.45481 1.23260 -1.68627 -0.1 1.5 1.5 0.26
H 1.00011 1.61676 -0.15011 -0.7 -0.1 0.1 0.33
H -1.65301 0.60798 -0.08088 -0.8 1.2 0.3 0.23
H 1.59983 -0.29607 -1.04733 -1.7 -0.8 3.0 0.23
H 1.77276 -1.24483 0.37247 0.0 -0.6 0.4 0.20
H -0.86076 -2.23544 1.36655 0.9 4.7 -1.2 0.24
N 0.14900 1.56716 -0.71814 0.0 0.9 -3.2 -0.79
N -0.69959 0.55745 -0.33704 1.3 -1.0 -0.3 -0.01
N 1.18994 -0.56007 -0.05226 3.8 -0.8 -2.9 -0.48
N -0.86762 -1.05635 1.07596 -2.6 -7.3 3.6 -0.63

***

3.
12
Properties=species:S:1:pos:R:3:forces:R:3:mulliken_charge:R:1 method="wB97M-V/def2-TZVPD" energy_ha=-335.7857 de_lowest_ev=5.739 orbital_gap_ev=10.19 homo_ev=-9.6 lumo_energy_ha=0.0206
C 0.11433 0.02569 0.04236 -4.2 -4.2 0.6 0.21
H -2.58861 0.90410 -0.52165 0.5 -3.0 0.3 0.28
H -2.12359 0.69762 0.97079 -1.0 -2.9 -2.0 0.28
H -1.25177 -1.64294 -0.05113 0.0 -1.1 0.6 0.26
H -0.49723 1.86835 -0.25597 0.1 -0.4 0.2 0.22
H 1.02504 -1.66476 -0.44541 1.3 2.2 2.3 0.31
H 1.60748 1.01102 -0.22908 2.1 -1.8 0.4 0.41
N -2.41554 -0.01338 0.08225 0.9 5.3 2.0 -0.73
N -1.21956 -0.68976 -0.29087 3.0 3.9 0.1 -0.05
N 0.26040 1.27261 0.07457 -0.8 0.7 -0.4 -0.45
N 1.22889 -0.87620 0.36690 -1.4 2.0 -4.7 -0.26
O 2.27041 0.10245 -0.16896 -0.5 -0.7 0.6 -0.49

***

4.
13
Properties=species:S:1:pos:R:3:forces:R:3:mulliken_charge:R:1 method="wB97M-V/def2-TZVPD" energy_ha=-410.9039 de_lowest_ev=7.746 orbital_gap_ev="8.56 / 7.37" homo_ev="-8.2 / -7.1" lumo_energy_ha="0.0147 / 0.0102"
C 0.01427 -1.01426 -0.39485 -0.5 -1.9 1.6 -0.29
N 0.43003 -0.34488 1.70069 1.1 -1.4 -0.8 -0.42
N -0.87363 -0.18936 -0.89388 1.5 1.2 0.5 0.01
N 1.15196 -0.46805 0.40975 -1.4 -1.6 -0.8 0.43
N -0.44897 1.10515 -1.34420 -3.0 -1.6 -1.9 -0.60
O 1.68749 0.58440 -0.15894 1.6 -0.1 0.6 -0.75
O -0.28061 0.79771 1.57195 -0.8 1.1 0.0 -0.27
H -0.30853 -2.10538 -0.22069 0.8 1.9 -0.3 0.27
H -1.71778 -0.60772 -1.20768 -0.7 0.3 -0.6 0.25
H 1.75418 -1.34692 0.50121 -0.3 1.6 0.6 0.35
H -0.92486 1.79659 -0.80819 0.4 0.4 0.6 0.27
H 0.54482 1.07801 -1.34174 1.0 0.5 0.7 0.41
H -1.02838 0.71471 2.18658 0.3 -0.2 -0.2 0.35

***

5.
13
Properties=species:S:1:pos:R:3:forces:R:3:mulliken_charge:R:1 method="wB97M-V/def2-TZVPD" energy_ha=-734.0761 de_lowest_ev=0.000 orbital_gap_ev=8.84 homo_ev=-9.4 lumo_energy_ha=-0.0219
C -0.45965 0.57101 1.18182 -2.6 -2.1 -0.3 0.66
N 2.28389 -1.71574 -3.16948 0.5 -1.0 0.4 -0.51
N 0.37659 -0.24143 -2.69969 0.5 0.4 2.0 -0.56
N -1.24306 0.62752 2.29341 -1.0 -0.8 0.7 -0.44
N 0.55819 1.20782 0.93718 2.6 1.4 -0.7 -0.60
O -0.97513 -0.38522 0.30199 1.9 1.2 -1.3 -0.51
S 1.48362 -1.10194 -2.02480 -2.3 1.3 -3.6 0.50
H 2.64936 -2.61585 -2.87510 0.8 0.0 0.1 0.24
H 0.26383 -0.03348 -3.72006 0.7 -0.9 1.2 0.29
H -1.23806 1.40858 2.98264 0.1 -1.5 -1.1 0.22
H -1.76484 -0.25818 2.38275 0.0 1.4 0.7 0.22
H 0.81862 1.67885 1.79184 0.3 0.5 -0.1 0.20
H -0.39156 -0.31946 -0.55470 -1.7 0.0 2.1 0.30

***

6.
13
Properties=species:S:1:pos:R:3:forces:R:3:mulliken_charge:R:1 method="wB97M-V/def2-TZVPD" energy_ha=-734.0449 de_lowest_ev=0.850 orbital_gap_ev=9.17 smiles="N/N=C(/NO)NS" homo_ev=-8.5 lumo_energy_ha=0.0229
C -0.03116 -0.28189 0.53003 -0.3 -0.4 0.9 0.38
H -2.14167 1.53715 1.77600 -0.1 -0.1 0.0 0.25
H -0.97365 1.95663 0.67893 -0.3 -0.6 0.0 0.22
H 1.54617 0.30095 -0.59432 -0.4 -0.1 0.2 0.37
H -0.63792 1.86094 -1.92815 0.0 0.1 0.0 0.12
H 0.05916 -2.05723 1.45704 0.3 0.2 -0.3 0.32
H 2.00235 -0.97088 1.78113 0.2 0.2 0.4 0.34
N -1.64678 1.22105 0.95524 0.1 1.0 0.0 -0.42
N -1.03463 0.03181 1.26544 1.0 -0.4 -0.8 -0.36
N 0.56736 0.53699 -0.43446 0.1 0.3 -0.5 -0.42
N 0.53986 -1.56750 0.69405 -0.6 -0.1 0.0 -0.24
O 1.92721 -1.47057 0.96277 0.0 -0.2 -0.2 -0.43
S -0.25412 0.57949 -1.96343 0.1 -0.1 0.2 -0.12